Density functional theory data (wB97M-V/def2-TZVPD) for 2 unconnected molecules or ions with the total composition C3H6N2OS at a distorted geometry.

Kohn-Sham gap: 0.3512 Eh
Energy above the lowest of the compared OMol25 structures with the same formula, charge and spin: 141.0 kcal per mole
HOMO: -9.1 eV
Total energy: -700.664482 Eh

Last column: Löwdin charge in e.
CARTESIAN COORDINATES (ANGSTROEM)
H (0.45656, -2.45937, 1.92161)  0.187
S (-0.59997, -0.85478, -1.18123)  0.826
N (0.01464, 1.19909, 0.29654)  0.002
H (1.09226, -2.56057, -0.26600)  0.054
C (-1.96338, 2.02654, -1.00023)  -0.062
H (0.63927, 1.54329, 0.94335)  0.087
N (-0.92279, 2.25219, -0.25568)  0.003
H (2.52066, -2.34801, 1.22486)  0.120
H (-2.15603, 2.98610, -1.44115)  0.060
H (-1.98075, 1.08046, -1.56944)  -0.009
O (1.24060, -0.64726, 0.71973)  -0.255
C (1.35930, -2.13169, 0.81510)  -0.122
C (0.29962, -0.08598, -0.20746)  -0.889